# C32H37N3O5

A 2-piece molecular cluster, C32H37N3O5 overall at a distorted geometry (ωB97M-V with the def2-TZVPD basis set, the Open Molecules 2025 dataset).

The geometry in XYZ format:
```
77
Properties=species:S:1:pos:R:3
C -0.06340 -4.90968 -4.85151
O 0.98262 -4.40487 -3.99604
C 0.77102 -3.27632 -3.26365
C 1.84391 -2.84747 -2.44489
C 1.59345 -2.00582 -1.39053
C 0.30130 -1.50356 -1.14638
C 0.06262 -0.69754 0.04919
C -1.13726 -0.00745 0.26321
C -1.21331 1.44892 0.61365
N -0.37881 2.40035 -0.20910
C -0.96677 3.24402 -1.09987
C -0.26145 4.22596 -1.73418
C 1.12755 4.36915 -1.49440
N 1.86549 5.37199 -2.07964
C 3.31545 5.31256 -1.99175
C 4.01980 6.50599 -2.62646
O 3.35019 7.00741 -3.78612
C 2.02335 7.43910 -3.45517
C 1.15652 6.28793 -2.97595
C 1.72075 3.47243 -0.57036
C 0.94273 2.53150 0.06425
C -2.33842 -0.89588 0.42915
C -3.54239 -0.29588 1.09664
O -2.33495 -2.07534 0.05634
C -0.69920 -1.75769 -2.10336
C -0.47900 -2.63055 -3.15869
H 0.40030 -5.76081 -5.35043
H -0.93622 -5.24771 -4.26596
H -0.37995 -4.15703 -5.59338
H 2.83315 -3.24807 -2.62868
H 2.41376 -1.69877 -0.73612
H 0.97061 -0.33485 0.56578
H -2.25066 1.77253 0.48877
H -0.92515 1.60397 1.67308
H -2.03814 3.10534 -1.24408
H -0.79487 4.89188 -2.42384
H 3.60378 5.28830 -0.93466
H 3.70391 4.39231 -2.46007
H 4.12307 7.29284 -1.85108
H 5.00320 6.20100 -3.00282
H 2.02333 8.22446 -2.67000
H 1.62162 7.82753 -4.39893
H 0.76967 5.75131 -3.86077
H 0.29670 6.71012 -2.43687
H 2.77834 3.52443 -0.31249
H 1.34213 1.86870 0.83905
H -4.07196 0.33569 0.37139
H -4.20310 -1.11697 1.37732
H -3.27928 0.28184 1.99327
H -1.66940 -1.28383 -2.02423
H -1.29295 -2.85666 -3.85117
C 0.89373 -6.03402 -0.81164
C -0.12564 -5.34617 0.04414
O 0.41053 -4.03229 0.42480
C -0.30127 -3.47861 1.42246
C 0.16145 -2.09056 1.77989
N -0.49284 -1.59017 2.80394
C -0.43666 -0.90813 3.87972
C -1.24986 -1.19527 5.05296
C -1.24080 -0.32938 6.16776
C -2.03678 -0.56924 7.28759
C -2.87676 -1.70789 7.32050
C -2.87434 -2.59082 6.23517
C -2.08362 -2.33919 5.10353
O -1.21896 -4.04510 2.00368
H 0.46008 -6.93679 -1.24718
H 1.23871 -5.39706 -1.62957
H 1.75278 -6.33611 -0.20500
H -1.06388 -5.15374 -0.49037
H -0.33634 -5.92037 0.95592
H 1.21534 -1.87707 1.50493
H 0.24366 -0.03738 3.95227
H -0.60823 0.54732 6.16017
H -2.03643 0.09569 8.14661
H -3.52035 -1.90180 8.17786
H -3.49453 -3.49466 6.25285
H -2.08266 -3.00799 4.24953
```

Calculated values
* HOMO level: -5.46 eV
* orbital gap: 4.71 eV
* E_tot: -1781.83427 a.u.
* total charge: 0

Results of the Mulliken charge analysis, in e, for atoms 1 through 8: number 1, C, carries -0.8463; number 2, O, carries -0.4180; number 3, C, carries 0.7682; number 4, C, carries -0.6110; number 5, C, carries -0.2215; number 6, C, carries 0.8474; number 7, C, carries -0.2780; number 8, C, carries 0.1762



# C47H40Cl2FN4O7Rb

C47H40Cl2FN4O7Rb as an isolated structure (ωB97M-V with the def2-TZVPD basis set, the Open Molecules 2025 dataset).

The geometry in XYZ format:
```
102
Properties=species:S:1:pos:R:3
Rb 0.49388 0.24164 0.19867
N -1.49486 0.37264 4.01458
C -0.96386 1.36028 4.75615
C -1.59705 1.90850 5.86570
C -1.00224 2.93927 6.61137
C 0.22971 3.44468 6.29210
C 0.91602 2.90872 5.17209
C 2.20526 3.34117 4.77813
C 2.81606 2.76175 3.70692
C 2.13849 1.74399 2.99417
N 0.93958 1.33050 3.32224
C 0.33113 1.88779 4.39818
H -2.34472 -0.06951 4.31544
H -1.00116 -0.11082 3.26395
H -2.56998 1.52638 6.15435
H -1.54090 3.33435 7.46620
H 0.68949 4.23483 6.87383
H 2.69008 4.12838 5.34661
H 3.80360 3.06010 3.37944
H 2.63085 1.27399 2.14465
C -5.09232 2.82247 -4.37786
C -4.46081 4.20264 -4.22163
C -5.56128 5.23812 -4.04008
C -4.98406 6.61314 -3.75995
C -4.12161 6.54817 -2.53184
C -4.00663 7.61709 -1.67110
C -3.18078 7.52517 -0.55810
F -3.10114 8.60464 0.26242
C -2.46230 6.39912 -0.28404
C -2.56762 5.30126 -1.14392
C -1.74048 4.09775 -0.84043
O -1.09954 4.02730 0.19437
C -1.77768 3.08195 -1.87779
C -2.66268 3.19695 -2.88254
N -3.52114 4.25299 -3.08993
C -3.41198 5.36098 -2.25978
C -0.85697 1.86805 -1.85220
O 0.35978 2.11976 -1.75036
O -1.41161 0.74820 -1.91761
H -5.88099 2.87961 -5.13092
H -5.53369 2.50185 -3.43264
H -4.38870 2.05834 -4.69794
H -3.91207 4.44749 -5.14143
H -6.20302 4.92976 -3.20853
H -6.17361 5.24204 -4.94385
H -5.77359 7.35473 -3.62566
H -4.38655 6.93633 -4.61999
H -4.55033 8.53603 -1.85601
H -1.81072 6.31325 0.57602
H -2.73361 2.39047 -3.59699
Cl 1.68334 -0.92272 -2.82032
C 1.32108 -2.59769 -3.03157
C 0.15998 -2.93839 -3.70704
C -0.14887 -4.27503 -3.89938
C 0.69699 -5.26404 -3.42449
C 1.84292 -4.89951 -2.73592
Cl 2.88287 -6.15854 -2.13316
C 2.18129 -3.56770 -2.50018
N 3.28542 -3.22124 -1.69712
C 4.41348 -2.66014 -2.28857
C 4.70520 -2.84838 -3.63979
C 5.83603 -2.27977 -4.20841
C 6.69465 -1.51509 -3.43656
C 6.40956 -1.34439 -2.08473
C 5.29347 -1.90755 -1.48546
C 5.05602 -1.74675 -0.00335
C 3.78756 -0.94139 0.36945
O 3.92949 0.25015 0.68605
O 2.69737 -1.58360 0.31528
H -0.49490 -2.14755 -4.04682
H -1.06177 -4.54882 -4.41300
H 0.47095 -6.31216 -3.56403
H 2.98724 -2.70480 -0.84072
H 4.02673 -3.43378 -4.24962
H 6.03457 -2.43178 -5.26334
H 7.57269 -1.05594 -3.87384
H 7.07259 -0.75151 -1.46398
H 5.91977 -1.25256 0.43939
H 4.95173 -2.74046 0.44454
C 1.79614 -7.29389 2.29933
C 0.90847 -6.07682 2.35435
C 0.34843 -5.65170 3.55158
C -0.45136 -4.51578 3.62278
C -1.02011 -4.10496 4.95777
C -0.68251 -3.75749 2.46625
C -0.10418 -4.15922 1.25758
C -0.24466 -3.38189 -0.02806
C 0.65657 -5.32624 1.21741
C -1.55275 -2.50246 2.54175
O -2.68604 -2.60614 3.04744
O -1.01653 -1.45557 2.08920
H 1.47916 -8.05047 3.02095
H 2.83413 -7.03598 2.52759
H 1.78598 -7.74435 1.30517
H 0.52700 -6.22643 4.45762
H -0.92420 -4.91759 5.68155
H -2.06248 -3.81155 4.85885
H -0.47982 -3.23815 5.35021
H -0.37884 -4.06019 -0.87353
H 0.67663 -2.81173 -0.19055
H -1.06823 -2.67052 -0.00140
H 1.09002 -5.63406 0.26841
```

Calculated values
* HOMO level: -2.73 eV
* orbital gap: 6.15 eV
* E_tot: -3605.36285 a.u.
* ΔE to the lowest compared entry with this formula, charge and spin: 6.7 kcal per mole
* total charge: -2

Results of the Mulliken charge analysis, in e, for atoms 1 through 8: number 1, Rb, carries 0.9732; number 2, N, carries -0.0900; number 3, C, carries 0.1234; number 4, C, carries -0.7825; number 5, C, carries -0.5532; number 6, C, carries -0.9673; number 7, C, carries 1.0846; number 8, C, carries -0.6655



# H20O10

A 10-piece molecular cluster, H20O10 overall at a distorted geometry (ωB97M-V with the def2-TZVPD basis set, the Open Molecules 2025 dataset).

The geometry in XYZ format:
```
30
Properties=species:S:1:pos:R:3
H 0.40117 -0.05833 0.00526
H 1.29708 1.08550 0.45142
H -0.75829 -2.67643 2.00083
H -1.36973 -2.54466 3.38605
H -3.26987 1.82455 -0.73889
H -2.35319 0.72588 -0.22637
H -1.02937 4.56546 -0.78739
H -1.85938 5.75562 -1.23977
H -2.84960 -1.92494 -0.88471
H -4.35010 -2.14582 -0.98344
H 4.63525 -1.64093 -0.20316
H 5.80855 -2.57608 0.03955
H 4.78877 1.95428 -0.87371
H 3.36028 2.44848 -0.71491
H 0.74737 -4.22678 -1.16846
H 0.11325 -4.03878 -2.53688
H 1.15655 2.70488 0.91659
H 2.36254 3.47055 1.43559
H -3.14806 0.84614 1.39929
H -4.48941 0.94914 0.69204
O 1.32724 0.17616 0.13333
O -0.77431 -3.09759 2.86764
O -3.08458 0.88348 -0.83401
O -1.65125 5.22598 -0.46186
O -3.52217 -2.33780 -1.43805
O 5.04297 -2.18776 0.47782
O 4.15299 2.57416 -1.24857
O 0.51056 -4.70855 -1.96896
O 2.03591 2.57560 1.28943
O -3.93658 0.33409 1.18711
```

Calculated values
* HOMO level: -10.93 eV
* orbital gap: 9.95 eV
* E_tot: -764.30277 a.u.
* ΔE to the lowest compared entry with this formula, charge and spin: 112.4 kcal per mole
* total charge: 0
* structure (SMILES): O.O.O.O.O.O.O.O.O.O

Results of the natural (NBO) charge analysis, in e, for atoms 1 through 8: number 1, H, carries 0.4523; number 2, H, carries 0.4627; number 3, H, carries 0.4607; number 4, H, carries 0.4672; number 5, H, carries 0.4616; number 6, H, carries 0.4488; number 7, H, carries 0.4624; number 8, H, carries 0.4761



| no. | E_LUMO (eV) |
| --- | --- |
| 1 | -0.8 |
| 2 | 3.4 |
| 3 | -1.0 |